1) Entry from the Open Molecules 2025 dataset: the molecule C8H8 (wB97M-V/def2-TZVPD).

Calculated values
* SMILES: C#C/C=C/C=C\C=C
* net charge: 0

CARTESIAN COORDINATES (ANGSTROEM)
C -3.691 0.876 -0.092
C -2.709 0.174 0.226
C -1.368 -0.360 0.514
C -0.783 -1.325 -0.111
C 0.663 -1.493 -0.108
C 1.680 -0.659 0.139
C 1.749 0.953 0.660
C 1.636 1.616 -0.475
H -4.554 1.122 -0.514
H -0.695 -0.194 1.465
H -1.231 -2.009 -0.784
H 1.239 -2.511 -0.499
H 2.829 -1.069 0.008
H 1.785 1.211 1.771
H 1.832 2.694 -0.671
H 1.618 0.975 -1.529

Löwdin population analysis, charges in e, atoms 1 to 8:
1 C 0.129
2 C -0.078
3 C -0.142
4 C -0.159
5 C -0.179
6 C -0.139
7 C -0.148
8 C -0.083

---

2) Entry from the Open Molecules 2025 dataset: the molecule C8H8 (wB97M-V/def2-TZVPD).

Calculated values
* net charge: 0

CARTESIAN COORDINATES (ANGSTROEM)
C 2.515 -0.357 -1.742
C 1.634 -1.139 -1.220
C -1.448 0.139 0.314
C -0.324 0.859 1.030
C -0.838 -1.163 -0.093
C 1.259 0.485 -0.982
C 1.011 0.342 0.532
C 0.587 -0.799 -0.323
H -2.300 0.022 0.905
H -1.774 0.682 -0.599
H -0.262 1.906 0.880
H -0.526 0.805 2.028
H -0.840 -1.872 0.679
H -1.435 -1.549 -0.930
H 0.902 1.155 -1.719
H 1.838 0.482 1.239

Löwdin population analysis, charges in e, atoms 1 to 8:
1 C 0.046
2 C -0.039
3 C -0.170
4 C -0.142
5 C -0.117
6 C -0.128
7 C -0.126
8 C -0.267

---

3) Entry from the Open Molecules 2025 dataset: a 2-piece molecular cluster, C8H8 overall (wB97M-V/def2-TZVPD).

Calculated values
* SMILES: c1ccccc1.C#C
* net charge: 0

CARTESIAN COORDINATES (ANGSTROEM)
C 1.111 -1.323 0.496
C 0.988 -0.306 1.379
C 1.035 1.047 0.934
C 1.063 1.378 -0.402
C 1.174 0.314 -1.322
C 1.319 -1.065 -0.910
H 1.067 -2.458 0.694
H 0.657 -0.420 2.433
H 0.957 1.833 1.711
H 0.911 2.402 -0.707
H 1.325 0.595 -2.367
H 1.555 -1.868 -1.629
C -2.669 -0.094 -0.228
C -3.919 -0.087 -0.048
H -1.601 -0.199 -0.246
H -4.974 0.250 0.212

Löwdin population analysis, charges in e, atoms 1 to 8:
1 C -0.132
2 C -0.127
3 C -0.108
4 C -0.112
5 C -0.095
6 C -0.069
7 H 0.127
8 H 0.114

---

It is 3) that is the most stable of them.

---

1) Entry from the Open Molecules 2025 dataset: C5H10NS as an isolated structure (wB97M-V/def2-TZVPD).

Calculated values
* net charge: +1

CARTESIAN COORDINATES (ANGSTROEM)
C -0.301 -1.439 -1.485
C 0.983 0.341 1.373
C 1.062 -1.153 1.013
C -0.717 -1.136 -2.827
C -0.779 1.930 1.170
N -0.385 0.666 1.473
S -0.414 -0.854 0.011
H 1.551 0.614 2.179
H 1.406 0.840 0.537
H 1.904 -1.693 0.625
H 0.784 -1.772 1.922
H 0.090 -0.753 -3.447
H -1.491 -0.312 -2.692
H -1.250 -2.056 -3.162
H -0.111 2.539 1.765
H -1.800 2.005 1.484
H -0.531 2.236 0.061

Löwdin population analysis, charges in e, atoms 1 to 8:
1 C -0.260
2 C -0.351
3 C -0.237
4 C -0.116
5 C -0.137
6 N -0.211
7 S 1.157
8 H 0.120

---

2) Entry from the Open Molecules 2025 dataset: an isolated ion of composition C5H10NS and charge +1 (wB97M-V/def2-TZVPD).

Calculated values
* net charge: +1

CARTESIAN COORDINATES (ANGSTROEM)
C -0.594 -0.911 0.113
C -0.524 1.465 -0.107
C -2.032 1.304 -0.202
C -0.238 -2.320 0.121
C 1.601 0.200 0.055
N 0.105 0.197 0.001
S -2.410 -0.490 -0.059
H -0.069 1.992 -0.943
H -0.220 2.002 0.800
H -2.605 1.981 0.499
H -2.404 1.515 -1.168
H -0.029 -2.719 -0.854
H -1.111 -2.742 0.600
H 0.672 -2.347 0.601
H 1.910 -0.825 -0.212
H 1.804 0.731 1.007
H 1.909 0.909 -0.755

Löwdin population analysis, charges in e, atoms 1 to 8:
1 C -0.407
2 C -0.191
3 C -0.375
4 C -0.021
5 C 0.054
6 N -0.173
7 S 1.012
8 H 0.142

---

It is 2) that is the most stable of them.

---

1) Entry from the Open Molecules 2025 dataset: C5H10NS as an isolated structure (wB97M-V/def2-TZVPD).

Calculated values
* net charge: +1

CARTESIAN COORDINATES (ANGSTROEM)
C -1.536 0.024 -1.301
C -1.697 -0.575 0.087
C 2.079 -0.913 0.769
C 1.318 -0.701 -0.466
C -0.451 0.212 -0.262
N -0.090 1.492 0.508
S 2.644 0.490 -0.185
H -1.523 -0.765 -2.082
H -2.282 0.754 -1.435
H -2.486 -0.164 0.882
H -1.742 -1.635 0.193
H 1.736 -0.673 1.793
H 2.741 -1.741 0.658
H 1.019 -1.228 -1.328
H -0.286 2.513 0.114
H 0.982 1.323 0.524
H -0.427 1.587 1.530

Löwdin population analysis, charges in e, atoms 1 to 8:
1 C -0.070
2 C -0.110
3 C -0.411
4 C -0.356
5 C -0.266
6 N 0.124
7 S 0.928
8 H 0.132

---

2) Entry from the Open Molecules 2025 dataset: an isolated ion of composition C5H10NS and charge +1 (wB97M-V/def2-TZVPD).

Calculated values
* SMILES: SCCCC1=[NH+]C1
* net charge: +1

CARTESIAN COORDINATES (ANGSTROEM)
S -1.762 -2.112 1.790
C -1.419 -1.473 0.113
C 0.071 -1.290 -0.012
C 0.583 0.080 0.675
C 0.820 1.103 -0.250
N 0.643 2.356 -0.295
C 1.150 1.654 -1.535
H -1.427 -0.942 2.213
H -1.935 -0.566 -0.201
H -1.846 -2.307 -0.475
H 0.302 -1.247 -1.059
H 0.635 -2.093 0.394
H -0.112 0.289 1.459
H 1.486 -0.130 1.094
H 0.223 3.163 0.162
H 2.159 1.844 -1.802
H 0.428 1.672 -2.271

Löwdin population analysis, charges in e, atoms 1 to 8:
1 S 0.789
2 C -0.546
3 C -0.223
4 C -0.062
5 C -0.157
6 N 0.256
7 C 0.108
8 H -0.194

---

It is 2) that is the most stable of them.

---

1) Entry from the Open Molecules 2025 dataset: a 2-piece molecular cluster, C5H13NO overall (wB97M-V/def2-TZVPD).

Calculated values
* SMILES: C=NCCCC.O
* net charge: 0

CARTESIAN COORDINATES (ANGSTROEM)
C -0.879 -1.916 -0.705
N -0.648 -0.958 0.069
C 0.713 -0.401 0.074
C 0.984 0.385 -1.199
C 0.014 1.509 -1.519
C 0.040 2.638 -0.506
H -1.898 -2.272 -0.811
H -0.111 -2.465 -1.259
H 0.802 0.244 0.947
H 1.450 -1.197 0.186
H 1.055 -0.303 -2.043
H 1.985 0.827 -1.104
H -0.989 1.128 -1.701
H 0.337 1.906 -2.486
H -0.543 3.487 -0.846
H -0.334 2.329 0.474
H 1.074 2.936 -0.324
O -0.281 -1.216 3.077
H -0.614 -0.848 2.248
H -1.067 -1.431 3.584

Löwdin population analysis, charges in e, atoms 1 to 8:
1 C -0.052
2 N -0.039
3 C -0.248
4 C -0.224
5 C -0.278
6 C -0.110
7 H 0.069
8 H 0.085

---

2) Entry from the Open Molecules 2025 dataset: a 2-piece molecular cluster, C5H13NO overall (wB97M-V/def2-TZVPD).

Calculated values
* SMILES: C/C=C/CCN.O
* net charge: 0

CARTESIAN COORDINATES (ANGSTROEM)
C 2.118 1.775 0.954
C 0.682 2.174 0.653
C -0.174 1.236 1.048
C -1.639 1.332 0.834
C -2.358 -0.040 0.587
N -2.021 -0.490 -0.787
H 2.879 2.575 1.143
H 2.596 1.250 0.061
H 2.081 1.018 1.800
H 0.468 3.022 0.063
H 0.098 0.475 1.781
H -2.038 1.798 1.771
H -1.924 2.093 0.159
H -3.460 0.153 0.722
H -2.081 -0.885 1.254
H -2.492 -0.068 -1.501
H -1.002 -0.548 -0.965
O 2.757 -5.892 -3.484
H 3.212 -5.053 -3.547
H 2.301 -5.925 -2.546

Löwdin population analysis, charges in e, atoms 1 to 8:
1 C -0.134
2 C -0.146
3 C -0.172
4 C -0.228
5 C -0.250
6 N -0.015
7 H 0.067
8 H 0.082

---

3) Entry from the Open Molecules 2025 dataset: a 2-piece molecular cluster, C5H13NO overall (wB97M-V/def2-TZVPD).

Calculated values
* SMILES: C=CC[C@@H](C)N.O
* net charge: 0

CARTESIAN COORDINATES (ANGSTROEM)
C -3.044 0.493 0.592
C -1.938 0.164 -0.061
C -0.902 1.189 -0.555
C 0.349 1.265 0.310
C 1.499 0.332 -0.115
N 0.830 2.637 0.473
H -3.711 -0.116 1.185
H -3.280 1.557 0.667
H -1.477 -0.801 0.162
H -0.615 0.733 -1.525
H -1.433 2.084 -0.862
H 0.082 0.836 1.286
H 2.440 0.701 0.296
H 1.394 -0.712 0.172
H 1.598 0.493 -1.198
H 0.682 3.209 -0.349
H 0.544 3.051 1.343
O 2.208 -4.968 -0.619
H 2.708 -5.797 -0.483
H 2.162 -4.763 0.325

Löwdin population analysis, charges in e, atoms 1 to 8:
1 C -0.012
2 C -0.185
3 C -0.189
4 C -0.463
5 C -0.070
6 N 0.029
7 H 0.047
8 H 0.056

---

It is 1) that is the most stable of them.

---

1) Entry from the Open Molecules 2025 dataset: a 2-piece molecular cluster, C5H13NO overall (wB97M-V/def2-TZVPD).

Calculated values
* net charge: 0

CARTESIAN COORDINATES (ANGSTROEM)
C 1.146 -1.439 0.460
C 2.010 1.012 -0.095
C -2.149 -0.539 -1.532
C -1.078 1.053 1.389
C 1.310 -0.193 -0.451
N -1.482 0.415 -0.713
O -1.760 0.169 0.625
H 0.136 -1.591 0.672
H 1.622 -2.341 -0.119
H 1.784 -1.212 1.289
H 1.444 1.818 -0.354
H 3.070 1.005 -0.641
H 2.431 1.193 0.936
H -1.602 -1.440 -1.574
H -3.125 -0.977 -1.110
H -2.377 -0.088 -2.432
H -1.690 1.114 2.415
H -0.600 1.923 0.926
H -0.139 0.555 1.822
H 1.048 -0.438 -1.512

Löwdin population analysis, charges in e, atoms 1 to 8:
1 C -0.111
2 C -0.171
3 C -0.125
4 C -0.171
5 C -0.229
6 N -0.012
7 O -0.198
8 H 0.021

---

2) Entry from the Open Molecules 2025 dataset: a 2-piece molecular cluster, C5H13NO overall (wB97M-V/def2-TZVPD).

Calculated values
* SMILES: C/C=C\O.CCN
* net charge: 0

CARTESIAN COORDINATES (ANGSTROEM)
C -0.484 -0.019 -2.303
C -1.073 0.892 -1.268
C -1.766 0.483 -0.162
O -2.327 -0.776 -0.041
H -1.124 -0.088 -3.190
H 0.483 0.359 -2.633
H -0.328 -1.029 -1.924
H -1.005 1.953 -1.456
H -2.384 1.214 0.350
H -2.187 -1.286 -0.847
C 1.258 -1.289 1.134
C 0.881 0.176 1.160
N 1.569 0.889 2.170
H 0.564 -1.839 0.503
H 1.209 -1.710 2.137
H 2.277 -1.418 0.763
H 0.907 0.625 0.142
H -0.390 0.267 1.063
H 1.355 1.878 2.203
H 2.566 0.719 2.200

Löwdin population analysis, charges in e, atoms 1 to 8:
1 C -0.107
2 C -0.173
3 C -0.265
4 O -0.016
5 H 0.078
6 H 0.072
7 H 0.066
8 H 0.097

---

3) Entry from the Open Molecules 2025 dataset: a 2-piece molecular cluster, C5H13NO overall (wB97M-V/def2-TZVPD).

Calculated values
* SMILES: C/C=C(\C)NC.O
* net charge: 0

CARTESIAN COORDINATES (ANGSTROEM)
C -2.329 -0.874 0.469
C -0.845 -1.131 0.452
C 0.094 -0.428 -0.197
C -0.281 0.638 -1.211
N 1.465 -0.624 0.030
C 2.503 0.029 -0.719
H -2.799 -0.801 -0.513
H -2.554 0.057 0.976
H -2.777 -1.655 1.078
H -0.469 -2.025 0.922
H -0.382 0.187 -2.202
H -1.304 0.959 -1.000
H 0.410 1.475 -1.198
H 1.643 -1.585 0.268
H 2.435 1.109 -0.665
H 2.524 -0.221 -1.778
H 3.483 -0.227 -0.337
O -0.339 2.104 1.864
H -0.614 1.464 2.532
H 0.137 1.549 1.231

Löwdin population analysis, charges in e, atoms 1 to 8:
1 C -0.113
2 C -0.148
3 C -0.384
4 C -0.035
5 N -0.055
6 C -0.123
7 H 0.071
8 H 0.062

---

It is 3) that is the most stable of them.

---

1) Entry from the Open Molecules 2025 dataset: a 2-piece molecular cluster, C5H13NO overall (wB97M-V/def2-TZVPD).

Calculated values
* SMILES: C/C=C(\C)NC.O
* net charge: 0

CARTESIAN COORDINATES (ANGSTROEM)
C 2.160 -1.556 -0.534
C 0.982 -1.166 0.271
C 0.005 -0.319 -0.026
C -0.010 0.481 -1.316
N -1.021 -0.250 0.968
C -2.358 -0.007 0.347
H 2.799 -2.309 -0.046
H 1.850 -1.952 -1.512
H 2.819 -0.644 -0.686
H 1.020 -1.955 1.050
H 0.988 0.811 -1.689
H -0.556 1.411 -1.232
H -0.485 -0.086 -2.160
H -1.029 -0.916 1.718
H -2.351 1.035 -0.163
H -2.802 -0.785 -0.345
H -3.071 0.176 1.231
O 0.473 2.971 1.191
H 0.420 2.083 0.833
H 0.168 2.977 2.100

Löwdin population analysis, charges in e, atoms 1 to 8:
1 C -0.139
2 C -0.172
3 C -0.373
4 C -0.050
5 N -0.068
6 C -0.130
7 H 0.068
8 H 0.076

---

2) Entry from the Open Molecules 2025 dataset: a 2-piece molecular cluster, C5H13NO overall (wB97M-V/def2-TZVPD).

Calculated values
* SMILES: C=C(C)CCN.O
* net charge: 0

CARTESIAN COORDINATES (ANGSTROEM)
C -1.733 1.221 0.706
C -0.469 0.903 0.900
C -0.053 0.575 2.339
C 0.431 1.155 -0.287
C 0.924 -0.202 -0.792
N 2.149 -0.731 -0.187
H -2.394 0.973 1.443
H -2.120 1.658 -0.258
H -0.945 0.259 2.771
H 0.301 1.605 2.758
H 0.690 -0.238 2.206
H 1.179 1.758 -0.145
H -0.235 1.652 -1.043
H 0.064 -0.826 -0.795
H 1.142 0.198 -1.891
H 2.820 -1.151 -0.976
H 2.660 -0.120 0.338
O -1.362 -2.308 -2.035
H -1.133 -2.036 -1.253
H -0.768 -2.059 -2.766

Löwdin population analysis, charges in e, atoms 1 to 8:
1 C 0.024
2 C -0.372
3 C -0.038
4 C -0.176
5 C -0.278
6 N -0.004
7 H 0.025
8 H 0.088

---

3) Entry from the Open Molecules 2025 dataset: a 2-piece molecular cluster, C5H13NO overall (wB97M-V/def2-TZVPD).

Calculated values
* SMILES: C=NCCCC.O
* net charge: 0

CARTESIAN COORDINATES (ANGSTROEM)
C 1.256 1.994 -0.852
N 0.963 0.724 -0.920
C 0.117 -0.195 -0.142
C -0.565 0.439 0.995
C -1.853 -0.310 1.347
C -2.964 0.220 0.253
H 1.972 2.079 -1.723
H 1.056 2.731 0.013
H -0.531 -0.612 -1.047
H 0.811 -1.183 -0.072
H -0.805 1.455 1.121
H 0.228 0.475 1.824
H -2.220 -0.091 2.447
H -1.785 -1.390 1.123
H -3.248 1.275 0.289
H -2.426 0.171 -0.863
H -3.782 -0.352 0.434
O 4.572 -2.063 -1.345
H 4.086 -2.678 -2.009
H 5.117 -2.689 -0.873

Löwdin population analysis, charges in e, atoms 1 to 8:
1 C -0.068
2 N -0.094
3 C -0.291
4 C -0.297
5 C -0.225
6 C -0.093
7 H 0.072
8 H 0.084

---

It is 1) that is the most stable of them.

---

1) Entry from the Open Molecules 2025 dataset: a 2-piece molecular cluster, C2H6NO3 overall (wB97M-V/def2-TZVPD).

Calculated values
* net charge: -1

CARTESIAN COORDINATES (ANGSTROEM)
C 0.896 -1.945 -0.373
N 0.464 -1.058 0.641
C -0.377 0.058 0.117
O -0.041 0.398 -1.102
O -1.274 0.532 0.903
H 0.102 -2.062 -1.053
H 1.572 -1.247 -1.053
H 1.447 -2.947 -0.208
H 0.433 -1.037 1.694
H -0.897 3.245 -0.542
H -1.174 2.561 0.663
O -1.154 3.502 0.313

Löwdin population analysis, charges in e, atoms 1 to 8:
1 C -0.210
2 N -0.087
3 C -0.678
4 O -0.138
5 O -0.119
6 H 0.035
7 H 0.094
8 H 0.084

---

2) Entry from the Open Molecules 2025 dataset: C2H6NO3 as an isolated structure (wB97M-V/def2-TZVPD).

Calculated values
* net charge: -1

CARTESIAN COORDINATES (ANGSTROEM)
O -1.382 -1.658 -0.502
C -0.775 -0.958 0.319
N -0.280 0.316 0.217
C 0.743 1.404 1.478
O 1.513 2.313 1.078
H -0.743 -1.285 1.289
H -0.560 0.713 -0.665
H 1.287 0.429 1.803
H -0.115 1.798 2.080
H 0.876 -0.730 -2.381
H -0.617 -1.080 -2.011
O 0.054 -1.262 -2.705

Löwdin population analysis, charges in e, atoms 1 to 8:
1 O -0.099
2 C -0.467
3 N 0.018
4 C -0.392
5 O -0.212
6 H 0.072
7 H 0.051
8 H 0.082

---

3) Entry from the Open Molecules 2025 dataset: a 2-piece molecular cluster, C2H6NO3 overall (wB97M-V/def2-TZVPD).

Calculated values
* net charge: -1

CARTESIAN COORDINATES (ANGSTROEM)
O 1.165 -0.400 0.657
C 0.397 -0.599 -0.321
O 0.670 -1.175 -1.387
C -1.042 -0.050 -0.156
N -1.839 0.036 -1.401
H -0.965 0.950 0.272
H -1.568 -0.675 0.563
H -1.209 0.476 -2.068
H -1.861 -0.914 -1.766
H 1.269 1.095 1.623
H 0.770 1.266 3.049
O 0.977 1.782 2.264

Löwdin population analysis, charges in e, atoms 1 to 8:
1 O -0.104
2 C -0.728
3 O -0.065
4 C -0.221
5 N -0.041
6 H 0.091
7 H 0.097
8 H 0.049

---

It is 3) that is the most stable of them.

---

1) Entry from the Open Molecules 2025 dataset: a 2-piece molecular cluster, C2H6NO3 overall (wB97M-V/def2-TZVPD).

Calculated values
* net charge: -1

CARTESIAN COORDINATES (ANGSTROEM)
N -0.381 1.628 -0.101
C -1.441 0.678 0.021
O -1.257 -0.248 1.077
H -0.205 1.970 0.836
H 0.472 1.279 -0.526
H -2.413 1.129 0.259
H -1.532 0.152 -0.946
H -0.462 -0.842 0.821
O 0.775 -1.714 0.287
C 1.812 -1.416 -0.380
O 2.075 -0.379 -1.002
H 2.558 -2.237 -0.347

Löwdin population analysis, charges in e, atoms 1 to 8:
1 N 0.008
2 C -0.412
3 O -0.151
4 H 0.057
5 H 0.035
6 H 0.091
7 H 0.107
8 H 0.026

---

2) Entry from the Open Molecules 2025 dataset: a 2-piece molecular cluster, C2H6NO3 overall (wB97M-V/def2-TZVPD).

Calculated values
* net charge: -1

CARTESIAN COORDINATES (ANGSTROEM)
O 0.040 0.408 1.988
C 0.094 0.830 0.816
N 0.664 0.084 -0.131
C 0.888 0.282 -1.923
O 0.891 1.544 -2.035
H -0.548 1.730 0.622
H 1.077 -0.724 0.098
H 0.099 -0.327 -2.270
H 1.877 -0.252 -2.022
H -1.414 -1.783 1.493
H -2.109 -2.302 0.269
O -2.121 -2.403 1.219

Löwdin population analysis, charges in e, atoms 1 to 8:
1 O -0.142
2 C -0.446
3 N 0.045
4 C -0.413
5 O -0.254
6 H 0.123
7 H 0.016
8 H 0.040

---

It is 1) that is the most stable of them.